Molecular formula: C4H6O4
Method: DFT, ωB97M-V/def2-TZVPD

```
14
Properties=species:S:1:pos:R:3
C -0.186 -1.134 0.130
C -1.021 1.046 -1.135
C 0.959 -0.899 1.081
C -1.093 0.133 0.077
O 0.994 0.989 -0.410
O 2.033 -0.188 0.472
O 1.040 -1.207 2.227
O -1.838 0.366 0.995
H 2.560 0.222 1.180
H 0.201 -1.372 -0.858
H -0.776 -1.955 0.534
H -0.070 1.712 -1.102
H -1.839 1.769 -1.106
H -0.964 0.517 -2.084
```

Results
- 2S+1: 1
- ΔE to the lowest compared entry with this formula, charge and spin: 6.476 eV
- HOMO level: -10.18 eV
- Kohn-Sham gap: 9.28 eV
- LUMO energy: -0.9 eV
- DFT total energy: -12429.6967 eV